Density functional theory data (ωB97M-V/def2-TZVPD) for a molecular structure, C33H50BN8PdSe at a distorted geometry.

Geometry as XYZ:
```
94
Properties=species:S:1:pos:R:3:forces:R:3
Pd 1.621661 -0.004558 -1.180132 -1.00 -0.19 0.79
C 1.186591 -4.948686 -0.974453 -0.14 0.16 0.27
C 0.853279 -3.605538 -1.690400 -0.20 -0.49 0.75
C 0.269265 -3.848240 -3.077717 0.41 1.16 -0.35
C -0.117540 -2.766414 -0.897081 0.30 -0.08 -0.39
C -1.407361 -3.064816 -0.473557 -0.10 -0.30 0.22
C -1.921139 -1.931811 0.124755 0.18 0.51 0.09
C -3.297779 -1.668737 0.722280 0.40 -0.20 -0.52
C -4.315410 -1.881947 -0.423294 0.52 0.41 -0.01
C -3.496039 -2.580185 1.952510 -0.80 0.47 -0.34
N -0.940324 -0.990266 0.050327 -1.02 0.43 0.09
N 0.144650 -1.494452 -0.598287 0.51 0.43 0.25
B -1.074357 0.451793 0.519773 0.23 0.65 0.49
N 0.158684 0.908010 1.292147 -0.06 -0.49 0.11
N 1.303850 1.088263 0.609489 0.15 0.05 -0.69
C 2.212653 1.599119 1.430222 1.59 0.24 -1.58
C 1.671801 1.711481 2.683821 -0.29 -0.03 0.31
C 0.350684 1.263748 2.564314 0.09 0.56 1.57
C -0.641417 1.338901 3.730547 0.26 -0.19 -1.08
C -1.515486 0.108210 3.872168 -0.58 -0.65 0.48
C -1.497986 2.613208 3.620065 0.14 0.05 0.53
C 3.572975 2.020705 0.852164 -0.05 0.09 1.63
C 4.196517 3.082809 1.794206 -0.08 0.03 -0.24
C 3.522742 2.567937 -0.582845 -1.38 -0.59 -0.40
N -1.153118 1.421481 -0.754991 -0.11 -1.20 -0.74
N -0.231688 1.120022 -1.838017 0.33 0.30 0.31
C -0.645549 1.719308 -2.915011 1.15 -0.49 -0.38
C -1.842402 2.402983 -2.600470 -1.13 0.33 -0.64
C -2.146828 2.117025 -1.232757 0.17 0.10 1.00
C -3.362791 2.585549 -0.523008 -0.32 0.20 0.10
C -4.601430 2.228787 -1.329615 -1.66 -0.98 0.99
C -3.290496 4.122484 -0.391290 0.26 -0.27 -0.35
C 0.036636 1.701410 -4.266429 1.81 0.38 0.92
C -0.978377 1.392929 -5.328448 0.01 0.00 -0.72
C 1.368485 0.855671 -4.363482 -2.41 0.18 2.52
H 2.031882 -5.500997 -1.442508 -0.51 0.56 0.32
H 1.348905 -4.827290 0.127768 0.11 0.00 -0.93
H 0.303438 -5.580181 -1.075134 0.05 -0.18 0.09
H 1.762803 -3.022185 -1.759819 0.42 0.31 -0.17
H -0.513534 -4.570071 -3.044178 -0.53 -0.70 0.01
H -0.181858 -2.927293 -3.484793 0.21 -0.21 0.12
H 1.039708 -4.157120 -3.775507 0.05 -0.28 -0.09
H -1.884575 -4.011713 -0.579776 -0.28 -0.38 -0.02
H -3.369305 -0.606330 1.028855 0.11 -0.72 -0.08
H -4.308744 -2.900772 -0.776171 -0.10 -0.44 0.02
H -5.312165 -1.609574 -0.122308 -0.43 -0.03 0.24
H -4.064254 -1.263911 -1.299613 0.04 -0.05 0.28
H -3.585348 -3.640296 1.685966 0.45 0.22 0.07
H -2.736410 -2.367545 2.701366 0.21 -0.39 -0.05
H -4.445230 -2.327993 2.422888 -0.14 0.05 0.01
H -1.989326 0.662828 1.246361 -0.07 -0.09 -0.51
H 2.153279 2.135532 3.542702 -0.10 0.03 0.25
H -0.010563 1.395095 4.639026 -0.24 0.13 -0.50
H -2.279740 -0.063046 3.102293 0.46 0.26 0.00
H -0.968734 -0.822920 4.028666 0.31 0.00 -0.33
H -2.081066 0.187651 4.790988 -0.24 0.25 0.33
H -2.317938 2.489052 2.904085 0.23 0.00 -0.08
H -1.973888 2.730349 4.609097 0.20 0.40 -0.46
H -0.882827 3.497333 3.345522 -0.52 -0.48 0.36
H 4.252714 1.141878 0.955691 -0.35 0.44 -0.48
H 3.605064 3.981676 1.856154 -0.30 0.46 -0.47
H 4.291177 2.816745 2.834916 0.02 -0.77 0.28
H 5.193951 3.340023 1.465245 0.19 0.14 -0.20
H 2.665803 3.242562 -0.820928 0.54 -0.39 0.67
H 4.411773 3.109806 -0.794700 0.85 0.45 -0.20
H 3.462210 1.790956 -1.380787 0.06 -0.07 0.32
H -2.520443 2.926074 -3.256145 0.22 0.16 -0.13
H -3.456027 2.127516 0.468709 0.32 0.06 -0.23
H -4.658375 2.682080 -2.297566 0.14 0.43 -0.61
H -4.736430 1.136870 -1.463930 0.17 0.50 0.09
H -5.514778 2.579652 -0.762867 1.00 -0.31 -0.58
H -3.320611 4.561664 -1.410557 0.21 0.02 0.67
H -4.180478 4.466578 0.142214 0.24 0.01 0.01
H -2.371294 4.378338 0.149622 -0.32 0.39 -0.18
H 0.416005 2.734444 -4.393473 -0.53 -0.11 -0.09
H -1.490968 0.425699 -5.188402 0.36 0.32 -0.15
H -1.708230 2.190450 -5.278135 -0.45 0.01 -0.39
H -0.485807 1.455077 -6.317012 -0.46 -0.23 0.41
H 1.045882 -0.164193 -4.177269 0.27 -0.58 -0.43
H 1.752107 0.998471 -5.340158 0.87 0.00 -0.63
H 2.021695 1.117187 -3.493180 0.08 0.20 -1.04
Se 4.961650 -1.133673 -1.082634 -0.91 -0.06 0.52
N 3.385832 -1.061699 -0.167141 0.64 -0.01 0.06
C 3.606048 -1.586711 1.064123 -1.50 0.52 -2.78
C 2.535289 -1.741498 1.978661 -0.33 0.08 1.54
C 2.871925 -2.276320 3.262001 -0.47 -0.15 -0.15
C 4.164719 -2.752093 3.467646 0.11 -1.11 1.65
C 5.175461 -2.705772 2.518522 1.01 0.09 -1.50
C 4.895311 -2.112978 1.257384 0.63 0.73 -0.60
N 5.740973 -1.932165 0.224507 0.41 -0.81 1.48
H 1.508486 -1.444677 1.693718 0.69 -0.17 0.24
H 2.122508 -2.397627 4.082426 0.64 0.20 -0.99
H 4.448749 -3.309535 4.390645 -0.60 0.77 -0.55
H 6.180642 -3.119595 2.619420 -0.32 -0.01 0.51
```
Forces are in eV/Å.

LUMO level (spin up / spin down)	-10.7 / -12.5	eV
HOMO-LUMO gap (spin up / spin down)	6.14 / 4.25	eV
E	-116427.7109	eV
<S²>	6.05
HOMO energy (spin up / spin down)	-16.81 / -16.75	eV
spin multiplicity	5
charge	+3
energy relative to the best compared isomer or geometry (same formula, charge and spin)	0.0	kcal/mol

Density functional theory data (ωB97M-V/def2-TZVPD) for a molecular structure, C20H43InN2P3SSe at a distorted geometry.

Geometry as XYZ:
```
71
Properties=species:S:1:pos:R:3:forces:R:3
In -0.697663 -0.017453 -0.793204 -0.86 -0.12 1.76
P -3.329663 -0.138724 -1.052778 -0.86 -0.08 -0.23
P 0.030195 -2.484426 -0.506760 0.06 -1.01 -0.40
P -0.209540 2.490413 -0.573753 0.41 0.83 -0.36
H 3.836625 -0.965176 -2.222663 0.08 0.28 0.07
C 3.910592 0.010323 -1.737259 0.24 0.14 0.69
C 4.289478 0.111751 -0.456171 0.11 0.05 -0.58
H 4.586367 -0.775427 0.108373 -0.22 0.28 -0.02
C -3.866633 -0.158149 -2.789112 0.24 0.04 -0.16
C -4.121421 -1.612893 -0.329134 0.36 -0.24 0.20
C -4.226010 1.251087 -0.284898 0.31 0.26 0.19
C 1.801703 -2.856231 -0.353941 0.39 0.33 0.05
C -0.716657 -3.396253 0.890272 -0.25 0.49 0.12
C -0.515373 -3.407010 -1.981840 -0.10 0.27 -0.13
C 1.547562 2.909963 -0.390450 0.31 -0.27 0.07
C -1.019256 3.396103 0.779881 -0.28 -0.47 0.16
C -0.753943 3.325204 -2.092407 -0.13 -0.19 -0.11
H 3.773119 0.904605 -2.350666 -0.06 -0.30 0.14
H 4.452834 1.091658 0.005858 -0.06 -0.42 -0.10
H -4.962123 -0.241789 -2.849358 0.32 0.04 0.10
H -3.409021 -1.011811 -3.305119 -0.15 0.16 0.07
H -3.542021 0.762468 -3.290007 -0.12 -0.19 0.06
H -5.199339 -1.605979 -0.557643 0.38 0.09 0.03
H -3.985098 -1.628250 0.760007 -0.07 0.05 -0.21
H -3.674745 -2.526818 -0.742058 -0.18 0.18 0.03
H -5.313211 1.103114 -0.384646 0.39 -0.04 -0.05
H -3.949560 2.197710 -0.765783 -0.12 -0.19 0.02
H -3.972241 1.327274 0.781025 -0.09 -0.11 -0.21
H 2.029910 -3.747485 -0.958263 -0.05 0.29 0.21
H 2.034701 -3.073993 0.698377 -0.05 0.04 -0.31
H 2.423589 -2.012687 -0.682812 -0.13 -0.32 0.02
H -0.679297 -4.476513 0.661516 0.08 0.46 0.06
H -1.759451 -3.081951 1.043670 0.32 -0.21 -0.01
H -0.149146 -3.167067 1.804541 -0.28 -0.16 -0.27
H -0.059879 -4.407111 -1.949370 -0.18 0.26 -0.04
H -0.205638 -2.876255 -2.893157 -0.05 -0.26 0.20
H -1.611401 -3.501814 -1.983995 0.31 -0.01 -0.01
H 1.730063 3.890038 -0.858684 -0.05 -0.33 0.19
H 2.191582 2.146339 -0.848274 -0.15 0.31 0.03
H 1.793827 2.964680 0.679712 -0.06 0.00 -0.30
H -0.834925 4.470505 0.619827 -0.03 -0.35 0.03
H -0.598820 3.072694 1.743675 -0.16 0.16 -0.33
H -2.100713 3.195018 0.778966 0.34 0.17 0.05
H -0.319055 4.334154 -2.105899 -0.16 -0.23 -0.03
H -1.850276 3.399128 -2.101548 0.26 0.02 -0.03
H -0.430775 2.754946 -2.974646 -0.04 0.29 0.23
C 1.240615 0.128181 -5.260799 0.68 0.23 -1.24
C 2.594250 -0.086534 -4.980869 -0.16 -0.10 0.43
C 3.545495 -0.067220 -6.012359 -0.63 0.14 -0.18
C 3.142677 0.167734 -7.334196 0.16 -0.11 0.59
C 1.805105 0.410671 -7.611991 -0.31 0.06 -0.16
C 0.856981 0.405928 -6.592208 -0.47 -0.18 1.10
Se -0.208478 0.027834 -3.912309 1.20 -0.16 0.36
H 0.739301 -0.056133 -2.680007 -0.39 0.06 -1.11
H 2.914112 -0.264275 -3.951983 -0.12 -0.02 -0.54
H 4.595394 -0.234963 -5.784831 -0.22 0.01 0.01
H 3.875468 0.159440 -8.133245 -0.08 0.03 0.09
H 1.473891 0.607888 -8.638885 0.17 -0.08 0.49
H -0.193178 0.604069 -6.799475 0.21 -0.03 -0.20
S -1.175393 -0.092148 2.054410 0.16 0.21 -0.51
C 0.171626 0.310194 3.037729 1.27 0.35 1.15
N 1.426513 -0.211769 3.001145 -1.22 0.01 -0.91
C 2.256704 0.233559 4.107560 0.79 -0.07 0.38
C 1.334772 1.179245 4.874272 0.09 0.37 0.71
N 0.115201 1.157736 4.088798 -0.74 -0.54 -1.43
H 1.727101 -0.880851 2.298204 -0.24 0.29 0.43
H 3.158094 0.757630 3.767780 -0.18 -0.27 -0.06
H 2.550268 -0.611812 4.739407 0.03 0.13 -0.25
H 1.741690 2.194464 4.938284 -0.14 -0.22 0.04
H 1.131929 0.807247 5.883281 0.06 0.19 -0.13
H -0.703190 1.720577 4.286786 0.12 -0.31 0.05
```
Forces are in eV/Å.

LUMO level	-9.7	eV
HOMO-LUMO gap	6.20	eV
E	-133615.4745	eV
HOMO energy	-15.86	eV
spin multiplicity	1
charge	+3
energy relative to the best compared isomer or geometry (same formula, charge and spin)	0.0	kcal/mol

Density functional theory data (ωB97M-V/def2-TZVPD) for 2 unconnected molecules or ions with the total composition C17H20F2N at a distorted geometry.

Geometry as XYZ:
```
40
Properties=species:S:1:pos:R:3:forces:R:3
F -3.071981 3.147299 -1.972567 0.36 -1.65 0.19
C -2.818696 1.809597 -1.760885 0.19 1.01 -0.52
C -3.899499 0.926049 -1.740885 0.40 -0.25 0.22
C -3.627583 -0.444350 -1.591513 -0.32 0.03 -0.55
C -2.332814 -0.874768 -1.411677 0.52 -0.40 0.51
C -1.235345 0.037794 -1.299723 -0.64 0.10 0.38
C 0.000483 -0.466566 -0.779504 0.42 -0.33 -4.82
C 1.285384 0.070465 -1.122885 0.52 0.71 0.93
C 2.342668 -0.848192 -1.369099 -0.41 -0.28 0.19
C 3.625678 -0.414227 -1.632667 0.17 0.40 -0.54
C 3.903810 0.965963 -1.708700 -0.55 -0.30 0.31
C 2.869499 1.867237 -1.439368 0.04 0.87 -0.29
F 3.134584 3.216926 -1.510168 -0.32 -1.64 0.17
C 1.576919 1.460491 -1.134793 0.42 0.00 -0.24
C -1.496782 1.392729 -1.649236 -0.37 0.20 0.30
H -4.917212 1.290193 -1.872819 0.28 0.00 0.04
H -4.440556 -1.175940 -1.665065 0.36 0.39 0.07
H -2.105374 -1.950292 -1.347251 -0.27 0.57 0.24
H 0.032260 -1.557044 -0.674141 -0.13 0.72 0.19
H 2.101397 -1.918457 -1.398900 0.23 0.44 0.20
H 4.417721 -1.137860 -1.847939 -0.33 0.32 0.11
H 4.894162 1.331353 -1.964003 -0.16 -0.01 0.11
H 0.826284 2.212044 -0.895440 0.48 -0.23 0.11
H -0.689540 2.096158 -1.840603 -0.52 -0.06 0.24
C -1.966865 -2.167714 2.326654 0.55 -0.05 0.34
C -0.974069 -1.419636 1.438601 -1.55 -0.30 -0.74
N -0.196119 -0.407124 2.060396 -0.40 0.06 2.54
C 1.094592 0.154330 1.840164 1.01 0.69 -0.80
C 1.863282 0.603511 3.085361 -0.44 -0.60 0.03
H -2.702116 -2.669721 1.674987 0.28 0.16 0.35
H -1.429646 -2.928376 2.908809 -0.41 0.21 0.16
H -2.494932 -1.453691 2.973584 0.08 -0.34 -0.04
H -0.408823 -2.190341 0.899864 0.18 0.12 0.23
H -1.658283 -0.912902 0.738344 0.36 -0.60 0.09
H -0.423836 -0.360825 3.043674 -0.11 0.16 -0.03
H 1.745487 -0.501112 1.252829 -0.04 -0.21 0.16
H 0.987503 1.060683 1.224510 0.14 -0.03 0.09
H 2.731602 1.185250 2.783511 0.01 0.03 -0.04
H 1.239580 1.231672 3.724822 0.03 -0.04 0.01
H 2.217157 -0.260605 3.653731 -0.09 0.12 0.09
```
Forces are in eV/Å.

LUMO level	-6.5	eV
HOMO-LUMO gap	4.98	eV
E	-24868.6693	eV
HOMO energy	-11.43	eV
spin multiplicity	1
charge	+1
energy relative to the best compared isomer or geometry (same formula, charge and spin)	74.7	kcal/mol

Density functional theory data (ωB97M-V/def2-TZVPD) for 2 unconnected molecules or ions with the total composition C6H10NO at a distorted geometry.

Geometry as XYZ:
```
18
Properties=species:S:1:pos:R:3:forces:R:3
C 0.485321 2.000272 -0.965229 0.09 0.63 -0.43
C 0.589260 0.989045 -0.199537 -0.23 -0.57 0.51
C -1.725333 1.968778 1.571702 0.43 -0.52 -0.10
C -1.399002 0.824213 1.717725 -1.92 0.93 1.12
C 1.150818 -1.814220 -0.941566 -0.16 -0.16 0.19
C 0.123529 -1.397387 0.095626 0.42 -0.41 -0.27
N 0.485911 0.017288 0.579818 1.88 -0.30 -0.93
O -1.165265 -1.413981 -0.333129 -0.52 0.03 -0.11
H 1.261501 2.373155 -1.613809 0.29 -0.15 -0.03
H -1.916846 2.979327 1.359213 -0.21 0.63 0.01
H -0.431967 2.577577 -0.944804 -0.25 -0.14 0.13
H -1.419565 -0.183411 2.023748 0.06 -0.47 0.05
H 1.056181 -1.202671 -1.837973 -0.01 0.09 -0.07
H 2.162983 -1.728156 -0.557383 0.08 0.03 0.04
H 0.976617 -2.853378 -1.211089 -0.04 -0.03 -0.01
H 0.183754 -2.013675 0.998748 0.02 0.21 -0.08
H 0.830399 0.098454 1.534802 -0.04 0.23 -0.07
H -1.248296 -1.221229 -1.276861 0.11 -0.06 0.05
```
Forces are in eV/Å.

LUMO level	-4.4	eV
HOMO-LUMO gap	9.84	eV
E	-9910.3594	eV
HOMO energy	-14.25	eV
spin multiplicity	1
charge	+1
energy relative to the best compared isomer or geometry (same formula, charge and spin)	93.0	kcal/mol

Density functional theory data (ωB97M-V/def2-TZVPD) for a gas-phase ion, C5H10NO (charge +2) at a distorted geometry.

Geometry as XYZ:
```
17
Properties=species:S:1:pos:R:3:forces:R:3
O -1.191346 -0.901835 -0.922889 -0.17 0.43 0.57
C -1.249364 -1.156706 0.264900 -1.28 -0.03 -1.03
C -0.036251 -1.218411 1.069082 3.05 -0.40 0.98
C 0.464462 0.222904 1.491446 -0.65 -0.65 0.34
C 0.045868 1.300855 0.581337 2.12 0.52 -0.74
C 0.116742 1.274632 -0.815717 0.71 -0.36 0.26
N 1.227196 0.489228 -1.422256 -0.13 0.43 1.53
H -2.232724 -1.227054 0.771141 0.07 -0.38 -0.18
H 0.845608 -1.662665 0.544993 -0.93 0.22 -0.66
H 0.012451 -1.939650 1.890643 -0.92 0.54 0.48
H 1.541035 -0.029567 1.586031 0.11 0.92 -0.30
H 0.233540 0.574773 2.496850 -0.35 -0.40 0.15
H 0.031095 2.307591 1.014034 -1.20 -0.08 0.01
H -0.385037 1.873464 -1.574673 -0.22 0.29 0.59
H 1.135154 -0.463009 -1.015888 -0.04 -0.22 -1.59
H 1.240926 0.708175 -2.424179 -0.02 -1.26 -0.31
H 2.148493 0.788072 -1.057531 -0.15 0.42 -0.08
```
Forces are in eV/Å.

LUMO level (spin up / spin down)	-10.7 / -13.5	eV
HOMO-LUMO gap (spin up / spin down)	9.25 / 5.79	eV
E	-8861.5185	eV
<S²>	0.76
HOMO energy (spin up / spin down)	-19.99 / -19.26	eV
spin multiplicity	2
charge	+2
energy relative to the best compared isomer or geometry (same formula, charge and spin)	39.1	kcal/mol

Density functional theory data (ωB97M-V/def2-TZVPD) for 2 unconnected molecules or ions with the total composition C4H14NO at a distorted geometry.

Geometry as XYZ:
```
20
Properties=species:S:1:pos:R:3:forces:R:3
C 1.390386 0.548695 1.797525 -3.89 -1.18 1.38
C 0.341824 0.041175 0.738036 3.82 2.15 -1.87
C -1.116756 0.133353 1.004996 -1.92 -1.71 -2.02
C -1.851322 -1.006583 0.159607 -1.08 1.34 1.33
N 0.691117 0.945735 -0.544874 2.30 -0.60 -1.29
H 1.114742 -0.114037 2.650071 1.06 0.10 -0.32
H 1.047177 1.479730 2.210361 0.08 0.89 -0.16
H 2.427297 0.582034 1.573484 0.74 -0.39 -0.48
H 0.774877 -0.856515 0.315341 -0.82 -0.99 0.54
H -1.304889 -0.216720 1.989085 -0.22 0.78 1.31
H -1.624938 1.071717 0.654719 0.84 -0.42 1.15
H -2.963306 -1.079904 0.274988 0.88 0.63 0.35
H -1.727150 -0.752452 -0.862390 0.53 -0.60 -1.20
H -1.507009 -1.944145 0.538395 0.61 -0.78 -0.55
H 1.775163 1.166000 -0.495560 -3.03 0.61 0.37
H 0.762283 0.461426 -1.522604 -1.27 0.18 1.49
H -0.000133 1.717288 -0.602194 1.28 0.00 -0.03
H 1.251242 -1.125509 -3.301558 0.10 0.44 0.37
H -0.123855 -0.627541 -3.572370 0.09 0.50 0.44
O 0.643249 -0.423745 -3.005059 -0.09 -0.95 -0.83
```
Forces are in eV/Å.

LUMO level	-3.2	eV
HOMO-LUMO gap	12.24	eV
E	-7905.4394	eV
HOMO energy	-15.42	eV
spin multiplicity	1
charge	+1
energy relative to the best compared isomer or geometry (same formula, charge and spin)	34.9	kcal/mol